No. 1
ORCA calculation (ωB97M-V/def2-TZVPD) on an isolated molecule of C5H8O2.

As for the HOMO energy: -0.36243 Ha. The HOMO-LUMO gap is 0.3471 Ha. The structure (SMILES) is CCCC(=O)C=O. The charge is 0. The relative energy (zero: lowest compared OMol25 entry of this formula, charge and spin) is 0.873 eV.

Cartesian coordinates (Å):
C: -2.2222 0.1574 -0.4269
C: -0.9857 -0.7039 -0.1675
C: 0.3411 0.0333 -0.3848
C: 1.2807 -0.0416 0.7935
O: 1.0149 -0.4767 1.8923
C: 2.7076 0.4729 0.5692
O: 3.1504 0.7194 -0.5249
H: -2.2692 1.0023 0.2695
H: -3.1411 -0.4271 -0.3077
H: -2.2259 0.5684 -1.4426
H: -1.0253 -1.5928 -0.8050
H: -0.9963 -1.0698 0.8642
H: 0.8994 -0.3017 -1.2675
H: 0.1713 1.1049 -0.5646
H: 3.3001 0.5551 1.5028

Atomic forces in eV per Å
C 0.0 0.1 0.0
C 0.0 -0.1 0.1
C 0.0 0.0 0.0
C -0.2 -0.1 0.2
O 0.1 0.2 -0.5
C 0.3 0.1 -0.4
O -0.2 -0.1 0.6
H 0.0 -0.1 -0.1
H 0.2 0.1 0.0
H 0.0 -0.1 0.1
H 0.1 0.1 0.0
H -0.1 0.1 -0.1
H -0.1 0.0 0.1
H 0.1 -0.1 0.0
H 0.0 0.0 -0.1

No. 2
ORCA calculation (ωB97M-V/def2-TZVPD) on an isolated molecule of C5H8O2S at a distorted geometry.

As for the HOMO energy: -0.32287 Ha. The HOMO-LUMO gap is 0.3426 Ha. The structure (SMILES) is C=C(COC)OC=S. The charge is 0. The relative energy (zero: lowest compared OMol25 entry of this formula, charge and spin) is 2.193 eV.

Cartesian coordinates (Å):
C: -1.1471 -1.5755 -0.5534
C: -0.6976 0.0498 1.0954
C: 0.1810 0.9958 0.3808
C: -0.1730 1.9874 -0.4343
C: 2.2043 -0.1049 -0.0973
H: -0.7432 -0.9436 -1.3518
H: -2.2726 -1.4034 -0.4935
H: -0.8980 -2.6014 -0.7838
H: -1.7939 0.2509 0.9873
H: -0.4002 0.0795 2.1517
H: 0.5614 2.6533 -0.9279
H: -1.2007 2.2209 -0.6329
H: 1.5834 -0.5964 -0.8639
O: -0.5069 -1.2907 0.7160
O: 1.5662 0.8040 0.6396
S: 3.7370 -0.5255 0.1681

Atomic forces in eV per Å
C -0.4 0.5 0.8
C -0.9 -0.5 1.0
C 0.6 1.0 -1.2
C 0.9 0.2 0.0
C 0.1 -0.7 -0.1
H -0.1 0.1 0.1
H 1.3 -0.3 0.0
H -0.2 -0.2 0.0
H 0.9 0.5 0.1
H -0.3 0.1 -0.1
H -0.4 -0.6 0.5
H -0.4 -0.2 0.1
H 0.2 0.4 0.2
O -0.3 -0.5 -1.3
O -0.8 0.1 0.0
S -0.1 0.1 -0.1

No. 3
ORCA calculation (ωB97M-V/def2-TZVPD) on a structure of composition C5H8O3 at a distorted geometry.

As for the HOMO energy: -0.36546 Ha. The HOMO-LUMO gap is 0.3985 Ha. The charge is 0. The relative energy (zero: lowest compared OMol25 entry of this formula, charge and spin) is 9.494 eV.

Cartesian coordinates (Å):
C: -1.6729 0.2076 -0.3393
C: -1.3602 -1.2152 0.0768
C: 0.0471 -0.8717 -0.1932
C: 1.7492 0.3548 -0.4524
C: 0.4010 1.1529 0.3761
H: -2.0417 -0.0939 -1.6025
H: -2.3090 0.8470 0.3882
H: -1.5534 -1.2972 1.1145
H: -1.8212 -2.0422 -0.5186
H: 0.1861 -0.2855 -1.2552
H: 1.8766 0.2440 -1.4990
H: 2.9356 0.6877 -0.3877
H: 0.6944 2.0927 1.0792
O: 1.5063 -1.1499 -0.0307
O: -0.7358 1.3769 -0.3930
O: 0.1104 0.0328 1.1577

Atomic forces in eV per Å
C -4.4 2.8 -3.0
C 0.8 -1.7 -0.6
C 4.7 0.5 1.0
C 3.3 -0.3 1.7
C 2.5 -0.1 2.0
H 0.7 2.1 3.8
H -0.6 -2.3 -1.6
H -0.1 -0.7 0.9
H 0.2 1.1 0.2
H -1.6 -1.8 2.4
H -1.4 0.4 -1.5
H -2.9 -0.8 1.6
H -0.6 -2.0 -2.1
O -1.5 1.8 -1.6
O 1.0 -0.4 -0.8
O -0.1 1.6 -2.4

No. 4
ORCA calculation (ωB97M-V/def2-TZVPD) on an isolated molecule of C5H8O3 at a distorted geometry.

As for the HOMO energy: -0.30400 Ha. The HOMO-LUMO gap is 0.3276 Ha. The charge is 0. The relative energy (zero: lowest compared OMol25 entry of this formula, charge and spin) is 4.016 eV.

Cartesian coordinates (Å):
C: -2.5995 0.2401 -0.4355
C: -0.3964 0.7405 0.1178
C: -3.9284 -0.1752 0.1285
C: 2.5499 0.4205 -0.5611
C: 1.7815 0.3959 0.7423
O: -0.1336 1.8021 -0.4004
O: -1.6066 0.2644 0.3650
O: 0.4779 -0.0834 0.6118
H: -3.9272 -0.3216 1.1548
H: -4.2377 -1.0411 -0.3951
H: -4.6583 0.5365 0.0716
H: 3.6130 0.5628 -0.3888
H: 2.4339 -0.6325 -1.1361
H: 2.1029 1.1219 -1.3475
H: 1.7885 1.2962 1.2446
H: 2.2736 -0.3497 1.3059

Atomic forces in eV per Å
C -1.4 0.7 -3.3
C 1.9 2.7 -1.8
C 3.1 -0.5 0.5
C -1.4 -1.5 -3.1
C 1.4 -1.5 -1.9
O -0.9 -1.0 0.6
O -1.7 -1.2 3.1
O -0.9 -1.3 0.5
H 0.4 -1.0 2.4
H -0.4 -0.9 -0.6
H -1.7 2.3 -1.3
H 0.0 0.3 -0.1
H 0.3 2.1 1.6
H 0.9 -0.5 1.4
H 0.0 2.1 1.0
H 0.4 -0.7 1.1

No. 5
ORCA calculation (ωB97M-V/def2-TZVPD) on the ion C5H8O3P with charge -1 at a distorted geometry.

As for the HOMO energy: -0.13156 Ha. The HOMO-LUMO gap is 0.2732 Ha. The charge is -1. The relative energy (zero: lowest compared OMol25 entry of this formula, charge and spin) is 2.461 eV.

Cartesian coordinates (Å):
C: 0.1075 0.2156 0.5601
C: 0.1876 1.6979 -1.3189
C: -2.1821 0.9154 -0.0279
C: 1.2349 -2.5898 0.2538
C: -0.6519 1.0825 -0.1158
O: 1.4253 0.0837 0.5288
O: -0.2494 -0.7255 1.4734
O: 2.2479 -1.5004 2.5859
P: 1.4483 -1.4330 1.3708
H: 1.2454 1.3550 -1.1967
H: 0.2441 2.7184 -1.3137
H: -0.2463 1.3632 -2.2575
H: -2.6860 1.7820 0.3316
H: -2.5141 0.0924 0.5464
H: -2.3826 0.7753 -1.1422
H: 1.0176 -2.2000 -0.6995
H: 1.7536 -3.6328 0.4214

Atomic forces in eV per Å
C -1.1 -0.5 2.0
C -0.6 -2.8 1.6
C 2.0 0.8 -3.2
C 2.1 -3.7 0.9
C 1.0 -0.4 -0.5
O 2.4 -0.4 -0.4
O 0.3 0.0 0.4
O 0.2 0.2 1.0
P -2.4 1.8 -1.3
H -1.0 0.0 -0.4
H -0.2 2.9 0.0
H 0.1 -0.1 -0.3
H -0.5 0.9 0.1
H 0.0 -1.1 0.5
H -0.8 0.0 1.3
H -0.4 -0.1 -1.1
H -1.1 2.3 -0.6

No. 6
ORCA calculation (ωB97M-V/def2-TZVPD) on an isolated molecule of C5H8O4 at a distorted geometry.

As for the HOMO energy: -0.35867 Ha. The HOMO-LUMO gap is 0.3632 Ha. The structure (SMILES) is C=C(O)C(=O)[C@H](O)CO. The charge is 0. The relative energy (zero: lowest compared OMol25 entry of this formula, charge and spin) is 1.850 eV.

Cartesian coordinates (Å):
C: -0.1099 1.7756 1.0712
C: 0.8162 0.7223 0.4335
C: -0.0126 -0.0921 -0.5751
C: -0.3118 -1.5627 -0.4307
C: -0.2742 -2.2305 0.7236
H: -0.7597 2.3804 -0.6474
H: 0.4647 2.2548 1.8816
H: -1.0201 1.3025 1.5202
H: 1.5423 1.2962 -0.1516
H: 2.0895 -0.6258 1.0619
H: -1.0569 -2.9839 -1.4532
H: -0.5667 -3.2818 0.7882
H: -0.0259 -1.7515 1.6612
O: -0.4618 2.7971 0.1696
O: 1.4477 0.0001 1.4524
O: -0.4852 0.5130 -1.5121
O: -0.6649 -2.0936 -1.6093

Atomic forces in eV per Å
C -0.2 0.0 0.7
C -0.4 0.0 -0.4
C 0.0 0.2 0.1
C 0.4 0.2 0.7
C -0.2 -0.2 0.4
H 0.0 -0.1 -0.1
H -0.3 -0.3 -0.2
H 0.6 0.2 -0.3
H 0.0 -0.1 -0.2
H -0.5 0.5 0.3
H 0.5 0.9 -0.2
H 0.1 0.3 -0.2
H 0.1 0.1 -0.3
O 0.1 0.0 0.1
O 0.6 -0.6 0.1
O 0.0 -0.1 -0.1
O -0.7 -1.2 -0.4

Values of E, in order: -345.77288, -743.90681, -420.70718, -420.90849, -762.42821, -496.23466, all in a.u..
Values of LUMO energy, in order: -0.416, 0.536, 0.900, 0.642, 3.853, 0.124, all in eV.